Record 1
{
  "formula": "C14H45NO9",
  "method": "the ωB97M-V functional and the def2-TZVPD basis",
  "symbols": ["C", "O", "C", "C", "N", "C", "C", "C", "C", "O", "H", "H", "H", "H", "H", "H", "H", "H", "H", "H", "H", "H", "H", "H", "H", "H", "H", "C", "O", "H", "H", "H", "H", "C", "O", "H", "H", "H", "H", "C", "O", "H", "H", "H", "H", "C", "O", "H", "H", "H", "H", "C", "O", "H", "H", "H", "H", "C", "O", "H", "H", "H", "H", "C", "O", "H", "H", "H", "H"],
  "xyz": [[-2.9588, -3.5014, -2.2489], [-2.4096, -2.2469, -1.9374], [-1.9811, -1.5092, -3.0780], [-0.7519, -2.1677, -3.7277], [-1.1129, -2.8890, -4.9582], [-1.7694, -0.0414, -2.6549], [-1.3562, 0.2006, -1.1912], [-0.0357, 0.9640, -1.0534], [0.6069, 0.7978, 0.3121], [1.0341, -0.5676, 0.4516], [-2.1771, -4.2560, -2.4209], [-3.5703, -3.8233, -1.4062], [-3.5917, -3.4476, -3.1453], [-2.7877, -1.5466, -3.8239], [-0.2856, -2.8285, -2.9864], [-0.0237, -1.4090, -4.0157], [-0.2599, -3.2221, -5.3948], [-1.6492, -3.7204, -4.7330], [-2.6839, 0.5097, -2.8826], [-0.9987, 0.3812, -3.3070], [-1.2604, -0.7485, -0.6668], [-2.1253, 0.7889, -0.6895], [-0.2021, 2.0337, -1.2268], [0.6774, 0.5976, -1.8024], [-0.1131, 1.0420, 1.0975], [1.4708, 1.4636, 0.4000], [1.8652, -0.5826, 0.9406], [3.7116, 3.2321, -1.1633], [3.0621, 3.7303, 0.0022], [3.0166, 2.5507, -1.6485], [3.9589, 4.0413, -1.8550], [4.6228, 2.6824, -0.9128], [3.6681, 4.3323, 0.4424], [-2.2423, 3.4311, 1.5774], [-2.4142, 2.0226, 1.4486], [-2.0520, 3.8218, 0.5803], [-3.1385, 3.9168, 1.9774], [-1.3885, 3.6597, 2.2188], [-2.5846, 1.6501, 2.3174], [2.9804, -2.8111, 2.9402], [3.4623, -1.7980, 2.0579], [1.9148, -2.9068, 2.7436], [3.4592, -3.7724, 2.7365], [3.1214, -2.5436, 3.9892], [4.4056, -1.6894, 2.2024], [1.1547, 1.7472, 3.9201], [0.7812, 2.7887, 3.0359], [0.2635, 1.1403, 4.0722], [1.9355, 1.1073, 3.4977], [1.4882, 2.1245, 4.8918], [1.5506, 3.3341, 2.8508], [-3.8905, 5.9341, -0.8418], [-2.6016, 5.4538, -1.1912], [-4.4952, 5.0592, -0.6126], [-3.8646, 6.5781, 0.0418], [-4.3641, 6.4769, -1.6642], [-2.0372, 6.2025, -1.4010], [1.0327, -5.3532, -3.2763], [1.6614, -4.5300, -4.2494], [-0.0258, -5.3870, -3.5280], [1.4231, -6.3744, -3.2891], [1.1358, -4.9436, -2.2680], [2.5975, -4.4774, -4.0388], [0.9048, -1.5792, 6.3281], [2.1870, -2.1791, 6.2148], [0.7579, -0.9941, 5.4241], [0.1072, -2.3240, 6.3895], [0.8381, -0.9117, 7.1913], [2.3467, -2.7140, 6.9968]],
  "forces_ev_per_angstrom": [[0.091, -0.007, -0.101], [-0.335, 0.049, 0.019], [0.158, 0.030, 0.029], [-0.106, -0.170, -0.103], [0.092, -0.016, 0.017], [0.034, 0.002, -0.063], [0.135, 0.078, -0.029], [0.027, -0.020, 0.034], [0.057, -0.237, -0.138], [0.102, 0.099, 0.076], [-0.049, 0.020, -0.018], [0.057, 0.005, 0.013], [-0.017, -0.019, 0.059], [0.070, 0.046, -0.015], [0.101, 0.182, 0.080], [0.006, -0.024, 0.094], [-0.011, -0.038, -0.008], [-0.044, 0.044, -0.008], [-0.010, -0.023, 0.086], [-0.123, -0.006, -0.074], [-0.064, 0.009, 0.003], [-0.011, -0.221, 0.106], [0.058, -0.047, -0.100], [0.008, 0.098, 0.021], [0.072, 0.074, -0.026], [-0.076, 0.069, 0.059], [-0.078, -0.153, 0.002], [-0.046, 0.036, 0.089], [0.066, -0.018, 0.038], [-0.014, 0.008, -0.001], [-0.004, -0.038, -0.048], [-0.002, -0.015, -0.021], [-0.015, 0.023, -0.009], [0.115, -0.064, 0.060], [-0.163, 0.048, 0.004], [-0.024, -0.004, 0.011], [-0.026, -0.018, -0.023], [-0.006, 0.046, -0.021], [0.029, 0.022, 0.014], [-0.024, 0.049, -0.040], [-0.007, 0.089, -0.017], [-0.006, -0.007, 0.009], [-0.008, -0.015, 0.005], [-0.014, -0.008, -0.051], [-0.012, 0.013, 0.007], [-0.020, -0.071, -0.055], [0.013, 0.133, 0.140], [0.016, -0.030, 0.021], [-0.008, -0.003, -0.007], [-0.003, 0.011, -0.007], [0.011, -0.052, -0.100], [-0.006, -0.055, 0.012], [0.018, 0.061, -0.033], [-0.018, 0.012, 0.006], [0.012, 0.000, 0.003], [0.008, -0.003, -0.009], [-0.002, -0.001, -0.006], [-0.008, 0.044, 0.005], [0.010, -0.075, 0.016], [-0.004, 0.003, 0.001], [0.005, -0.001, -0.021], [-0.010, 0.011, -0.002], [-0.004, 0.043, -0.017], [-0.004, 0.003, -0.040], [0.024, -0.030, 0.093], [-0.036, 0.034, -0.029], [0.006, -0.009, 0.002], [0.015, 0.002, -0.003], [0.002, 0.003, 0.005]],
  "nbo_charge": [-0.25, -0.54, 0.10, -0.25, -0.84, -0.40, -0.42, -0.41, -0.07, -0.76, 0.15, 0.19, 0.16, 0.17, 0.18, 0.19, 0.37, 0.34, 0.20, 0.20, 0.23, 0.22, 0.20, 0.19, 0.18, 0.16, 0.48, -0.25, -0.72, 0.19, 0.16, 0.16, 0.46, -0.27, -0.73, 0.20, 0.15, 0.18, 0.46, -0.26, -0.74, 0.19, 0.16, 0.19, 0.47, -0.25, -0.72, 0.18, 0.17, 0.16, 0.47, -0.25, -0.72, 0.19, 0.16, 0.16, 0.46, -0.25, -0.73, 0.18, 0.16, 0.17, 0.47, -0.25, -0.73, 0.18, 0.16, 0.16, 0.47],
  "relative_energy_kcal_mol": 33.2,
  "homo_energy_ev": -8.71,
  "total_energy_ev": -35161.1584,
  "lumo_ha": 0.0192,
  "smiles": "CO[C@H](CN)CCCCO.CO.CO.CO.CO.CO.CO.CO",
  "homo_lumo_gap_ev": 9.2,
  "multiplicity": 1
}


Record 2
{
  "formula": "C14H46BO14",
  "method": "the ωB97M-V functional and the def2-TZVPD basis",
  "symbols": ["B", "H", "H", "H", "H", "C", "C", "O", "O", "H", "H", "H", "H", "H", "H", "C", "C", "O", "O", "H", "H", "H", "H", "H", "H", "C", "C", "O", "O", "H", "H", "H", "H", "H", "H", "C", "C", "O", "O", "H", "H", "H", "H", "H", "H", "C", "C", "O", "O", "H", "H", "H", "H", "H", "H", "C", "C", "O", "O", "H", "H", "H", "H", "H", "H", "C", "C", "O", "O", "H", "H", "H", "H", "H", "H"],
  "xyz": [[0.1885, 0.7370, 0.1532], [1.0262, 0.4154, -0.4460], [-0.4610, -0.1120, 0.3002], [0.6365, 1.0349, 1.0885], [-0.3625, 1.5502, -0.2933], [-0.7101, 0.2454, 5.3850], [-0.0083, -1.1475, 5.1488], [1.0745, -0.9008, 4.2700], [-1.6195, 0.5514, 4.2902], [0.0619, 1.0035, 5.5169], [-1.3444, 0.1438, 6.2657], [-0.6476, -1.7891, 4.5423], [0.4015, -1.6827, 6.0053], [0.6363, -0.6573, 3.4513], [-1.0849, 0.6040, 3.4946], [-4.4503, -4.8215, -1.6105], [-3.9339, -4.3600, -0.2706], [-2.5937, -4.6514, -0.0764], [-3.9627, -3.8662, -2.5289], [-5.5317, -4.9228, -1.7014], [-4.0978, -5.8515, -1.6647], [-4.4726, -4.8603, 0.5341], [-4.1583, -3.2954, -0.2046], [-2.2263, -4.2242, -0.8537], [-3.2031, -4.2068, -3.0069], [4.9152, 3.1044, 2.5285], [5.5321, 2.5664, 3.8080], [4.5470, 1.8702, 4.5860], [4.9619, 2.0326, 1.5824], [5.5551, 3.8846, 2.1164], [3.9181, 3.5283, 2.6482], [5.7980, 3.4432, 4.3985], [6.3843, 1.9681, 3.4858], [4.1342, 1.2014, 4.0347], [4.0751, 2.0311, 1.2146], [4.7561, -4.3297, 0.7450], [4.3501, -5.5087, -0.2818], [4.8046, -6.7597, 0.1734], [6.1120, -4.0063, 0.6113], [4.6743, -4.7949, 1.7273], [4.0286, -3.5375, 0.5688], [4.6664, -5.3739, -1.3162], [3.2710, -5.6024, -0.4029], [5.7619, -6.6889, 0.1791], [6.5759, -4.6823, 1.1108], [-2.7881, 5.1849, 1.4883], [-2.6708, 5.9522, 2.7855], [-2.9385, 7.3422, 2.5692], [-1.6267, 5.4538, 0.6510], [-3.6841, 5.4668, 0.9353], [-2.8167, 4.1181, 1.7103], [-1.6410, 5.9693, 3.1421], [-3.3895, 5.5855, 3.5184], [-2.3442, 7.6720, 1.8913], [-1.2335, 4.5848, 0.5425], [-4.7902, 2.5779, -5.7054], [-3.9804, 2.8539, -4.4144], [-3.8467, 1.6806, -3.6972], [-6.1881, 2.3852, -5.4765], [-4.4270, 1.6224, -6.0837], [-4.5139, 3.3194, -6.4551], [-4.4676, 3.6028, -3.7901], [-3.0041, 3.2400, -4.7074], [-3.0613, 1.6843, -3.1453], [-6.6535, 2.6510, -6.2729], [1.4145, -2.0502, -4.1069], [1.0833, -0.7027, -4.8126], [1.7278, 0.3758, -4.1250], [0.6247, -2.3011, -3.0031], [2.4219, -2.0532, -3.6908], [1.2694, -2.8495, -4.8337], [0.0008, -0.5760, -4.7984], [1.4068, -0.7183, -5.8534], [1.5678, 0.2211, -3.1912], [0.5699, -1.5750, -2.3776]],
  "forces_ev_per_angstrom": [[-0.265, -0.065, -0.034], [3.451, -1.266, -2.877], [-2.709, -3.423, 0.677], [1.684, 1.341, 4.078], [-2.142, 3.348, -1.856], [-0.792, -1.855, -0.193], [-0.120, 1.297, -1.085], [0.684, 0.027, -0.149], [0.930, -0.207, 1.090], [-0.063, 0.054, 0.014], [-0.035, 0.382, 0.066], [-0.767, -0.239, 0.778], [-0.287, 0.341, 0.251], [0.527, 0.073, -0.609], [-0.002, 0.216, -0.456], [0.232, -0.306, 0.891], [-2.308, -0.170, 1.198], [0.539, 0.120, -0.675], [0.149, -0.367, -0.936], [-0.128, 0.552, 0.206], [0.488, -0.090, -0.911], [-0.158, -0.048, 0.110], [0.178, 0.247, 0.184], [1.071, 0.125, 0.062], [-0.027, -0.037, -0.120], [1.258, -0.286, -0.373], [-1.695, 0.899, -0.095], [0.805, 0.116, -0.024], [-1.027, 0.246, 0.075], [0.133, 0.357, 0.157], [-0.083, -0.240, 0.231], [0.429, -0.273, 0.279], [0.137, -0.144, 0.440], [-0.028, -0.184, -0.187], [-0.041, -0.552, -0.516], [-1.078, -2.735, -1.498], [-0.484, 1.070, 0.597], [0.419, -0.330, 0.264], [0.480, 0.573, -0.373], [-0.865, 0.248, 0.156], [0.678, 0.511, 0.262], [0.580, 0.633, 0.020], [-0.175, 0.155, 0.573], [0.175, -0.328, -0.018], [0.256, 0.220, 0.013], [0.950, -0.196, -0.082], [0.250, 1.078, -0.775], [-0.789, 0.298, 0.222], [-0.865, -0.242, 0.531], [-0.097, 0.069, 0.130], [-0.141, -0.099, -0.040], [0.006, -0.995, 0.295], [0.143, 0.112, 0.085], [0.162, -0.176, -0.094], [0.435, 0.034, -0.301], [0.745, -0.846, 0.686], [-0.615, 0.530, -0.856], [-0.050, -1.331, 0.451], [0.237, 0.751, 0.063], [0.377, -0.090, -0.074], [-0.536, 0.395, 0.013], [-0.218, 0.335, -0.140], [0.116, 0.139, -0.200], [0.033, 0.125, 0.076], [-0.056, -0.024, 0.026], [0.358, 1.153, -0.627], [0.656, -0.572, 1.013], [-0.248, -0.319, -0.694], [-1.739, -0.902, 0.722], [0.640, 0.168, -0.928], [0.038, -0.242, 0.189], [-0.211, -0.011, -0.020], [0.245, 0.160, 0.082], [-0.009, 0.392, 0.401], [0.179, 0.303, 0.161]],
  "mulliken_charge": [0.59, -0.36, -0.34, -0.41, -0.38, -0.35, -0.41, -0.50, -0.51, 0.23, 0.33, 0.31, 0.30, 0.27, 0.30, -0.45, -0.33, -0.48, -0.51, 0.32, 0.26, 0.34, 0.26, 0.28, 0.31, -0.49, -0.33, -0.50, -0.51, 0.28, 0.36, 0.31, 0.26, 0.30, 0.32, -0.46, -0.32, -0.52, -0.52, 0.29, 0.37, 0.26, 0.30, 0.29, 0.32, -0.36, -0.33, -0.56, -0.54, 0.23, 0.36, 0.25, 0.30, 0.31, 0.32, -0.43, -0.33, -0.51, -0.51, 0.25, 0.35, 0.27, 0.32, 0.29, 0.29, -0.44, -0.31, -0.53, -0.51, 0.29, 0.30, 0.21, 0.33, 0.31, 0.30],
  "charge": -1,
  "relative_energy_kcal_mol": 101.1,
  "homo_energy_ev": -5.91,
  "total_energy_ev": -44599.0380,
  "lumo_ha": 0.0829,
  "homo_lumo_gap_ev": 8.2,
  "multiplicity": 1
}


Record 3
{
  "formula": "C14H46N6O9",
  "method": "the ωB97M-V functional and the def2-TZVPD basis",
  "symbols": ["N", "C", "N", "O", "H", "H", "H", "H", "N", "C", "N", "O", "H", "H", "H", "H", "N", "C", "N", "O", "H", "H", "H", "H", "C", "C", "O", "H", "H", "H", "H", "H", "H", "C", "C", "O", "H", "H", "H", "H", "H", "H", "C", "C", "O", "H", "H", "H", "H", "H", "H", "C", "C", "O", "H", "H", "H", "H", "H", "H", "C", "C", "O", "H", "H", "H", "H", "H", "H", "C", "O", "H", "H", "H", "H"],
  "xyz": [[-2.5023, 1.7760, 0.8951], [-1.5033, 2.5980, 1.1021], [-0.9843, 3.0660, 0.0021], [-1.0293, 2.9960, 2.3381], [-2.6113, 1.1680, 1.7451], [-2.9913, 1.3870, 0.1161], [-0.3533, 3.8560, 0.0741], [-1.3443, 2.7930, -0.9659], [1.7277, -0.1770, -2.6559], [1.2247, 0.1720, -3.7549], [0.8357, 1.4350, -3.8839], [1.1287, -0.7300, -4.8339], [2.3877, -0.9790, -2.6599], [1.8207, 0.3880, -1.8059], [0.6117, 1.6220, -4.8299], [1.0057, 2.2300, -3.1759], [-1.1523, -4.7410, 2.5701], [-0.3533, -3.7250, 2.6701], [0.4717, -3.5540, 1.6171], [-0.3583, -3.0140, 3.8081], [-1.4803, -4.9670, 3.5261], [-1.1923, -5.5570, 1.9231], [1.1007, -2.8030, 1.8701], [0.6387, -4.1030, 0.7361], [-1.3843, -2.0090, -1.9319], [-1.2423, -1.3080, -0.6309], [-1.5733, -2.2250, 0.3801], [-2.4233, -1.9760, -2.3119], [-1.2203, -3.1370, -1.7239], [-0.7363, -1.6610, -2.7319], [-1.8583, -0.4710, -0.5279], [-0.2053, -0.9330, -0.5829], [-0.8353, -2.8200, 0.6181], [2.5177, -0.2490, 1.1361], [1.8507, 1.1350, 0.9861], [1.4697, 1.3160, -0.3479], [3.1777, -0.3470, 1.9951], [3.1127, -0.5460, 0.3111], [1.7437, -1.0290, 1.2651], [2.6877, 1.7810, 1.2031], [1.0867, 1.3040, 1.7521], [0.6927, 1.8750, -0.3039], [-3.6073, 2.6470, -2.2479], [-2.3893, 2.2260, -3.0699], [-1.4613, 1.6420, -2.2279], [-4.2863, 3.4350, -2.6669], [-3.4453, 2.8110, -1.2079], [-4.1613, 1.7680, -2.3729], [-1.9813, 3.0550, -3.5189], [-2.6163, 1.4840, -3.8519], [-0.6033, 1.5190, -2.7649], [-2.8763, 1.1200, 4.5221], [-2.2283, 0.0260, 3.6731], [-2.9993, -0.3150, 2.5661], [-2.9563, 2.1260, 4.1381], [-2.3223, 1.2490, 5.3831], [-3.8453, 0.7760, 4.7331], [-2.1433, -0.8870, 4.3021], [-1.2393, 0.2850, 3.2321], [-3.0393, -1.2490, 2.4581], [4.2657, -4.4620, -1.1599], [3.7367, -3.0840, -0.8379], [3.4407, -2.2610, -1.9189], [4.4897, -5.0200, -0.2719], [5.2087, -4.4860, -1.7549], [3.5567, -5.1280, -1.7319], [4.4557, -2.5890, -0.1589], [2.7127, -3.2950, -0.4599], [4.1837, -2.3670, -2.5189], [1.7747, 4.5320, 0.9801], [0.9587, 5.2440, 0.2131], [1.2717, 3.7200, 1.6211], [2.2577, 5.2500, 1.7001], [2.6027, 4.3480, 0.3521], [1.3297, 6.0410, -0.1139]],
  "forces_ev_per_angstrom": [[-1.524, -2.629, 4.238], [1.838, 2.325, 4.956], [1.713, 1.643, -3.413], [-2.104, -2.283, -5.441], [-0.629, 0.693, -1.457], [0.668, 0.445, -0.773], [-0.342, 0.111, -0.058], [0.780, 0.210, 2.021], [3.155, -2.521, 4.058], [-0.424, -4.694, -7.361], [-0.967, 3.108, 1.095], [0.285, 4.815, 4.955], [-1.361, 0.459, 0.056], [-0.362, 0.200, -0.530], [-0.385, 0.772, -0.711], [0.239, -1.986, -1.864], [-3.181, -3.946, 1.613], [1.046, 2.465, 4.455], [1.861, 1.285, -0.671], [0.539, -2.560, -5.526], [-0.216, 0.106, -1.152], [0.575, 1.595, 0.501], [0.342, -0.088, -0.787], [-0.480, 0.538, 1.946], [-0.966, -2.107, -1.134], [1.817, -1.070, -0.140], [-0.405, -0.215, 1.233], [0.361, 0.055, 0.160], [0.103, 1.741, -0.595], [0.173, -0.031, -0.020], [-1.058, 1.224, 0.149], [-0.107, -0.108, 0.490], [-0.485, 0.994, -0.487], [-1.664, -0.623, 1.004], [2.336, -1.346, 1.018], [-0.471, 0.153, -0.040], [-0.118, 0.407, 0.301], [0.473, 0.096, -1.174], [0.247, 0.290, -0.175], [0.061, 0.914, 0.146], [-0.257, -0.039, -0.488], [-0.740, 0.425, -0.280], [-0.762, 0.091, -1.664], [-1.262, -0.563, -0.096], [2.403, -0.892, 0.064], [1.115, -0.400, 0.185], [0.362, 0.401, 0.540], [-1.591, -1.325, 0.663], [1.161, 2.125, -1.376], [-0.499, 0.427, 0.044], [-1.828, -0.134, 0.890], [0.259, -0.211, -1.984], [1.336, -0.224, 0.854], [-1.717, 0.614, -0.705], [0.147, 0.081, -0.905], [1.128, -0.039, 2.117], [-1.436, -0.408, 0.636], [0.384, 0.661, -0.195], [-0.225, 0.109, 0.995], [0.196, -1.016, -0.313], [0.289, -1.192, -1.919], [-0.990, -1.167, 0.981], [0.869, 0.071, -1.124], [0.101, -0.061, 0.754], [-0.489, 0.364, 0.336], [0.415, 0.983, 0.442], [-0.716, -0.110, 0.148], [0.825, 0.553, 0.887], [0.021, 0.302, -0.481], [2.596, 0.175, 3.921], [-4.608, 0.780, -1.976], [0.644, 1.095, -1.523], [-0.416, -0.766, 0.264], [1.341, -2.006, -0.353], [0.574, 0.861, -0.229]],
  "mulliken_charge": [-0.15, 0.50, -0.05, -0.72, 0.02, 0.26, 0.21, -0.01, 0.23, 0.48, -0.48, -0.79, 0.17, 0.21, 0.20, 0.28, -0.35, 0.56, -0.32, -0.71, 0.27, 0.22, 0.04, 0.25, -1.20, 0.98, -0.52, 0.26, 0.31, 0.29, -0.06, -0.22, 0.27, -0.97, -0.02, -0.57, 0.63, 0.22, -0.30, 0.25, 0.28, 0.15, -1.28, -0.31, -0.27, 0.30, 0.35, 0.39, 0.37, 0.42, 0.16, -1.32, 0.26, -0.72, 0.30, 0.41, 0.38, 0.43, -0.10, 0.30, -1.34, 0.30, -0.53, 0.39, 0.39, 0.33, 0.29, -0.19, 0.21, -0.61, -0.59, 0.17, 0.37, 0.31, 0.32],
  "relative_energy_kcal_mol": 65.3,
  "homo_energy_ev": -8.80,
  "total_energy_ev": -42628.2751,
  "lumo_ha": 0.0064,
  "smiles": "NC(N)=O.NC(N)=O.NC(N)=O.CCO.CCO.CCO.CCO.CCO.CO",
  "homo_lumo_gap_ev": 9.0,
  "multiplicity": 1
}